ORCA calculation (ωB97M-V/def2-TZVPD) on a single C6H12N2 molecule.

SMILES = C[C@]12CCN[C@@H]1CN2
E_LUMO = 0.9 eV
Multiplicity = 1

Geometry as XYZ:
```
20
C6H12N2 | the OMol25 dataset | ωB97M-V/def2-TZVPD
N -1.52273 -0.54045 -0.66910
N 0.88990 1.23287 0.59080
C 1.93377 0.29981 -0.10993
C -1.81576 0.74600 0.10119
C -0.21843 -0.53443 -0.14764
C 1.03645 -1.02587 -0.76365
C -0.23892 0.92250 -0.24781
C -0.21142 -1.06519 1.27918
H -2.20037 0.37931 1.12219
H 1.44585 -2.03747 -0.33817
H 0.96975 2.33147 0.30954
H 0.53727 -0.74151 1.99324
H 0.98196 -1.17206 -1.96362
H -1.11340 -0.77428 1.83362
H -2.49389 1.41190 -0.47245
H -0.21752 -2.14713 0.89058
H 2.39359 0.81526 -1.02441
H -0.13522 1.53544 -1.29207
H -1.59850 -0.40992 -1.69645
H 2.94615 -0.09493 0.51803
```

Let us look at the Mulliken charges, expressed in e, one per atom: number 1, N, carries -0.5692; number 2, N, carries -0.5719; number 3, C, carries -0.4966; number 4, C, carries -0.4785; number 5, C, carries 0.6479; number 6, C, carries -0.7717; number 7, C, carries 0.1863; number 8, C, carries -1.3432; number 9, H, carries 0.1402; number 10, H, carries 0.2836; number 11, H, carries 0.3597; number 12, H, carries 0.2856; number 13, H, carries 0.2427; number 14, H, carries 0.1739; number 15, H, carries 0.3313; number 16, H, carries 0.3972; number 17, H, carries 0.3100; number 18, H, carries 0.2725; number 19, H, carries 0.3362; number 20, H, carries 0.2640